1.
# C22H19CaCl2N2O7S4

A structure of composition C22H19CaCl2N2O7S4 (ωB97M-V/def2-TZVPD, the Open Molecules 2025 dataset).

Properties
* lowest unoccupied orbital energy: 2.152 eV
* ΔE to the lowest compared entry with this formula, charge and spin: 45.7 kcal/mol
* gap between HOMO and LUMO: 0.241 hartree
* net charge: -1

Structure (XYZ):
```
57
Properties=species:S:1:pos:R:3:forces:R:3:mulliken_charge:R:1
Ca -1.567557 0.570504 -0.293317 0.7 1.9 -0.3 1.87
S -0.867923 1.570841 4.134793 0.1 -0.3 0.0 -0.36
C -1.224183 2.525255 2.835398 -0.4 0.2 0.3 0.20
S -2.694936 2.276824 1.841171 0.3 0.4 0.0 0.07
S -0.471732 3.984119 2.418667 0.0 0.0 -0.4 -0.46
Cl -5.947771 -2.463467 -5.347840 -0.1 -0.1 -0.1 -0.26
C -5.022093 -1.466065 -4.260954 0.0 0.0 0.0 0.30
C -5.381823 -0.116099 -4.108605 0.2 0.0 0.1 -0.64
C -4.639065 0.680266 -3.287391 0.0 0.0 0.0 0.22
Cl -5.061779 2.347719 -3.102609 0.0 0.1 0.0 -0.23
C -3.488258 0.217159 -2.544323 -0.2 -0.1 -0.4 0.06
O -2.802641 1.017594 -1.861091 -1.5 0.3 -2.0 -0.75
C -3.214978 -1.190944 -2.681966 -0.2 0.4 0.1 0.97
C -2.201702 -1.859161 -1.910824 0.1 -0.5 -0.2 -0.21
O -1.405765 -1.389190 -1.102560 -0.1 -1.6 -0.9 -0.78
C -3.975643 -1.986854 -3.561377 0.0 -0.1 0.1 -1.17
H -6.237612 0.287157 -4.631236 0.0 0.0 0.0 0.44
H -2.165402 -2.951491 -2.094315 0.0 0.1 0.0 0.18
H -3.714698 -3.033430 -3.666609 -0.1 0.0 0.0 0.38
C 2.900213 1.089026 -2.924292 0.0 -0.1 0.0 -0.60
O 2.104679 2.182836 -2.477252 -0.2 0.1 0.1 -0.51
C 0.884327 1.861063 -1.970707 0.2 -0.3 -0.4 0.84
O 0.426097 0.732790 -1.998652 0.0 0.4 0.0 -0.50
N 0.285638 2.963004 -1.496141 0.1 0.4 0.0 -0.27
N -0.875620 2.868018 -0.731979 0.1 0.5 0.0 -0.12
H 3.518363 1.463816 -3.736420 0.0 0.0 0.0 0.31
H 2.269393 0.272849 -3.270192 0.0 0.0 0.0 0.27
H 3.534229 0.737404 -2.108030 0.0 0.0 0.0 0.18
H 0.812224 3.821628 -1.513449 0.0 0.0 0.1 0.26
H -1.656460 3.314707 -1.201380 0.0 0.0 -0.1 0.27
H -0.728215 3.307473 0.192104 0.0 -0.1 -0.1 -0.03
O 0.169688 0.673193 0.839495 1.6 0.3 1.2 0.21
S 1.210280 -0.313515 0.465898 1.6 -0.9 1.2 0.19
C 2.674073 0.251007 1.384251 0.1 0.1 -0.2 0.56
C 3.910177 -0.339588 1.162865 0.0 0.0 -0.1 -0.38
C 5.010506 0.097603 1.882795 0.0 -0.1 0.0 -0.69
C 4.865429 1.110657 2.822960 0.0 0.0 0.0 -0.46
C 3.626173 1.700190 3.027347 0.1 0.0 0.0 -0.78
C 2.523581 1.278112 2.298286 -0.3 0.1 0.0 0.24
C 0.991825 -1.732679 1.553523 -0.1 -0.2 -0.2 0.65
C 0.212943 -1.649419 2.692323 -0.1 0.2 0.0 -0.06
C 0.165572 -2.743649 3.544693 0.0 -0.1 0.0 -0.82
C 0.881779 -3.896422 3.252416 0.0 0.0 0.0 -0.43
C 1.625050 -3.981474 2.081593 0.0 0.0 0.0 -0.69
C 1.669640 -2.896884 1.221519 0.0 0.1 -0.1 -0.58
H 4.012842 -1.139683 0.438613 0.0 0.0 0.0 0.35
H 5.976860 -0.359294 1.710337 0.0 0.0 0.0 0.39
H 5.725031 1.436411 3.395413 0.0 0.0 0.0 0.38
H 3.502227 2.491805 3.754406 0.0 0.0 0.0 0.48
H 1.548790 1.732382 2.449338 0.0 0.0 0.0 -0.18
H -0.338805 -0.741424 2.918365 0.0 0.0 0.0 0.06
H -0.429211 -2.686156 4.446774 0.0 0.0 0.0 0.46
H 0.854092 -4.739842 3.931105 0.0 0.0 0.0 0.37
H 2.168316 -4.885363 1.837120 0.0 0.0 0.0 0.39
H 2.232676 -2.945012 0.295898 0.0 -0.1 0.0 0.43
O -2.920173 -0.134411 0.993465 -1.6 -0.9 1.8 -0.77
O -3.258659 0.778076 2.060580 -0.6 -0.3 0.7 -0.20
```
Positions in Å, forces in eV/Å.

***

2.
# C5H6FNO

An isolated molecule of C5H6FNO (ωB97M-V/def2-TZVPD, the Open Molecules 2025 dataset).

Properties
* lowest unoccupied orbital energy: 0.734 eV
* ΔE to the lowest compared entry with this formula, charge and spin: 94.4 kcal/mol
* gap between HOMO and LUMO: 0.372 hartree
* SMILES string: F[C@@H]1[C@@H]2C=NOC[C@H]12

Structure (XYZ):
```
14
Properties=species:S:1:pos:R:3:forces:R:3:mulliken_charge:R:1
F 1.075599 -0.028322 1.764389 0.1 0.1 0.0 -0.30
C 1.351736 0.085027 0.430158 0.5 -0.5 0.8 0.01
C 0.429111 0.883964 -0.454454 1.1 0.7 0.3 -0.23
C -0.810204 1.423375 0.139942 0.1 -0.6 -0.5 -0.19
N -1.725479 0.764086 0.738367 0.3 0.1 0.1 -0.48
O -1.491494 -0.613047 0.949213 0.3 0.6 -0.9 -0.23
C -0.772645 -1.288771 -0.105637 -0.2 -0.4 0.9 -0.54
C 0.509970 -0.627461 -0.520657 -0.2 -0.2 -0.1 -0.22
H 2.431239 0.073893 0.255152 -0.4 0.4 0.0 0.36
H 1.016436 1.575118 -1.088417 -0.8 -0.7 0.0 0.37
H -0.954442 2.482849 -0.042495 -0.5 -0.1 0.4 0.40
H -1.348951 -1.328212 -1.018896 -0.7 -0.1 -0.2 0.33
H -0.690953 -2.313985 0.321304 0.3 0.7 -0.5 0.34
H 0.980083 -1.088520 -1.367971 0.2 -0.1 -0.3 0.38
```
Positions in Å, forces in eV/Å.

***

3.
# C29H28FN6O5Rh

A structure of composition C29H28FN6O5Rh (ωB97M-V/def2-TZVPD, the Open Molecules 2025 dataset).

Properties
* lowest unoccupied orbital energy (alpha / beta): -7.034 / -7.638 eV
* ΔE to the lowest compared entry with this formula, charge and spin: 60.5 kcal/mol
* gap between HOMO and LUMO (alpha / beta): 0.177 / 0.153 hartree
* net charge: +2

Structure (XYZ):
```
70
Properties=species:S:1:pos:R:3:forces:R:3:mulliken_charge:R:1
Rh 0.334300 0.046700 0.507000 -0.5 0.0 -2.8 0.77
O -0.730700 5.131300 -1.402300 -1.1 -0.3 -0.5 -0.60
C 0.428300 5.256600 -0.794400 1.1 0.2 0.6 0.39
C 1.086800 6.500100 -0.885900 -0.4 -0.5 -0.1 -0.65
C 2.320200 6.679900 -0.310100 -0.1 -0.3 0.0 -0.36
C 2.942700 5.631800 0.372300 -0.1 -0.5 0.2 -0.70
C 2.290900 4.418400 0.525600 0.8 0.7 0.1 -0.65
C 1.036700 4.212200 -0.041900 -0.8 -0.3 -0.1 0.54
C 0.384000 2.915600 0.153300 -0.5 1.5 -1.2 1.27
O 0.762300 2.124400 1.050200 0.4 -3.0 0.5 -0.77
N -0.671800 2.637400 -0.645000 0.2 0.0 -0.3 -0.63
N -1.084700 1.407700 -0.561700 1.3 -1.4 1.1 0.04
C -2.188300 0.912400 -1.007400 0.3 0.0 0.0 -0.16
C -2.473900 -0.446900 -0.613400 -0.3 -0.5 0.0 0.65
C -3.492500 -1.221800 -1.176500 0.4 0.4 0.1 -0.73
C -3.706200 -2.500400 -0.695300 0.2 0.0 0.3 -0.19
C -2.950100 -2.945800 0.382300 0.0 0.2 -0.1 -0.68
C -1.965100 -2.117700 0.900000 0.0 -0.5 0.2 -0.11
N -1.711600 -0.920600 0.396500 0.4 0.9 0.5 -0.36
H -1.075900 4.209500 -1.311200 0.3 0.6 0.0 0.55
H 0.596600 7.288400 -1.434100 -0.1 0.1 -0.1 0.45
H 2.817900 7.633300 -0.394500 0.0 0.1 0.0 0.40
H 3.928200 5.779600 0.784500 0.1 -0.1 0.1 0.41
H 2.754200 3.606100 1.065900 0.0 0.0 0.0 0.42
H -2.898400 1.509500 -1.569300 0.2 0.1 0.0 0.51
H -4.081200 -0.817300 -1.984300 0.0 0.0 -0.1 0.41
H -4.459200 -3.136600 -1.134900 -0.1 0.0 0.0 0.47
H -3.120200 -3.916400 0.819700 0.0 -0.1 0.1 0.46
H -1.359300 -2.425600 1.743400 0.0 0.0 -0.1 0.40
C 5.654200 -5.829000 -1.603300 -0.1 0.0 0.2 -1.03
C 5.052600 -5.432000 -0.260400 0.6 -0.4 -0.3 -1.06
N 3.847300 -4.631500 -0.411600 0.0 0.4 0.0 0.20
C 3.969300 -3.293900 -0.437200 -0.2 0.0 0.1 0.07
C 2.916900 -2.425700 -0.427900 -0.7 0.7 0.0 -0.48
C 3.233900 -0.924000 -0.474400 1.1 -2.2 -0.1 0.09
O 4.377300 -0.612000 -0.733000 -0.3 0.3 0.0 -0.64
O 2.267600 -0.132700 -0.269300 -2.0 2.7 1.0 -0.61
C 1.574900 -2.915900 -0.383900 2.0 -0.6 -0.1 1.35
O 0.549900 -2.233500 -0.208500 -1.4 1.6 0.6 -0.47
C 1.467300 -4.366000 -0.555400 -0.2 0.1 0.0 0.53
C 0.198000 -4.933200 -0.689600 0.0 -0.4 0.0 -0.95
C 0.052700 -6.289600 -0.791100 0.0 0.3 0.1 0.50
F -1.193300 -6.806800 -0.851900 0.0 0.0 0.0 -0.35
C 1.158900 -7.155900 -0.775000 0.2 0.5 0.0 -1.48
C 2.418700 -6.586000 -0.663300 -0.1 0.0 0.1 -0.56
C 2.602900 -5.202100 -0.543900 -0.6 0.2 0.1 0.18
N 1.055800 -8.546000 -0.884200 -0.1 -0.2 0.0 0.31
C 1.586700 -9.378800 0.171700 0.1 -0.1 -0.1 -0.67
C 2.102400 -10.680800 -0.435600 0.6 0.5 0.6 -0.71
N 0.969800 -11.360800 -1.116700 -0.1 -0.4 0.0 -0.10
C 0.373600 -10.477900 -2.156900 -0.5 0.6 -0.5 -0.99
C -0.084700 -9.165400 -1.520400 0.1 -0.2 -0.2 -0.63
H 6.549800 -6.421400 -1.440400 0.1 -0.1 0.0 0.38
H 5.930500 -4.941800 -2.164900 0.0 0.1 -0.1 0.36
H 4.955200 -6.406900 -2.201600 -0.1 -0.1 -0.1 0.32
H 5.783000 -4.842200 0.295300 -0.2 0.0 0.1 0.47
H 4.812700 -6.311200 0.338700 0.0 0.1 0.1 0.47
H 4.971800 -2.883500 -0.445900 0.0 0.0 0.1 0.56
H -0.671300 -4.294600 -0.687100 -0.1 0.0 0.0 0.60
H 3.267900 -7.247300 -0.681800 0.1 -0.1 -0.1 0.79
H 0.807600 -9.610500 0.916800 0.1 0.0 0.1 0.23
H 2.393800 -8.862300 0.688200 0.0 -0.1 0.0 0.49
H 2.514900 -11.334200 0.333300 -0.1 -0.1 -0.1 0.40
H 2.871300 -10.467700 -1.179500 -0.1 -0.1 0.0 0.38
H 0.249700 -11.582500 -0.414600 0.2 -0.1 -0.2 0.40
H 1.284100 -12.242700 -1.539100 -0.1 0.1 0.2 0.36
H -0.469900 -10.988100 -2.623500 0.1 -0.1 0.1 0.44
H 1.136600 -10.276700 -2.911200 0.0 -0.1 0.1 0.37
H -0.903200 -9.360200 -0.811400 0.0 0.0 -0.1 0.42
H -0.465800 -8.520400 -2.312000 0.0 -0.1 0.1 0.47
```
Positions in Å, forces in eV/Å.